(1)
{
  "formula": "C5H4BrNO2S",
  "method": "wB97M-V/def2-TZVPD",
  "species": ["C", "C", "C", "C", "C", "N", "O", "O", "S", "Br", "H", "H", "H", "H"],
  "positions_angstrom": [[-1.06377, 0.86592, -0.27800], [-1.65581, -0.29838, -0.60637], [-1.30543, -1.56580, -0.25387], [1.08655, -1.09240, 0.03469], [0.17870, 1.02215, 0.53081], [1.29086, 0.10859, 0.43127], [-1.52719, -2.70697, -0.19966], [2.47464, 0.92358, 0.11168], [1.95597, -2.43120, -0.37949], [-3.68348, -0.25456, -1.11703], [-1.51883, 1.90998, -0.53843], [0.52083, 1.98834, 0.46261], [-0.17802, 0.92975, 1.64613], [3.42499, 0.60100, 0.15565]],
  "spin_multiplicity": 1,
  "total_charge": 0,
  "energy_ha": -3370.134441,
  "homo_ev": [-7.35, -7.49],
  "homo_lumo_gap_ev": [5.712, 5.918]
}

(2)
{
  "formula": "C5H4BrO",
  "method": "wB97M-V/def2-TZVPD",
  "species": ["C", "C", "C", "C", "C", "O", "Br", "H", "H", "H", "H"],
  "positions_angstrom": [[-0.58508, 0.94730, -0.64595], [-1.16182, 0.16736, 0.38087], [0.82011, 0.71621, -0.93529], [1.37457, -0.33985, -0.25975], [-0.45550, -0.90265, 0.91452], [0.79162, -1.11870, 0.62159], [-1.23222, -1.99647, 2.21578], [-1.31718, 1.54541, -1.15425], [-2.11326, 0.30561, 0.88981], [1.51543, 1.33187, -1.40551], [2.36334, -0.65609, -0.62184]],
  "spin_multiplicity": 1,
  "total_charge": 1,
  "energy_ha": -2841.855877,
  "homo_ev": -14.86,
  "homo_lumo_gap_ev": 8.912
}

(3)
{
  "formula": "C5H4ClNO",
  "method": "wB97M-V/def2-TZVPD",
  "species": ["C", "C", "C", "C", "C", "H", "H", "H", "H", "N", "O", "Cl"],
  "positions_angstrom": [[1.92772, 0.41857, 0.05411], [0.65508, 0.02900, 0.19156], [-1.46314, -0.90529, -0.08442], [-1.62223, 0.63644, -0.13710], [-0.34904, 1.07618, 0.04058], [2.46820, 1.37365, 0.05267], [0.20104, -2.18135, 0.48005], [-2.49554, 1.25847, -0.41673], [-0.11214, 2.13037, -0.12458], [-0.08956, -1.13026, 0.15494], [-2.27508, -1.77990, -0.08571], [3.15468, -0.92588, -0.12535]],
  "spin_multiplicity": 1,
  "total_charge": 0,
  "smiles": "O=C1C=C/C(=C/Cl)N1",
  "energy_ha": -783.074562,
  "homo_ev": -9.08,
  "homo_lumo_gap_ev": 8.868
}

(4)
{
  "formula": "C5H4F2",
  "method": "wB97M-V/def2-TZVPD",
  "species": ["C", "C", "C", "C", "C", "F", "F", "H", "H", "H", "H"],
  "positions_angstrom": [[0.44098, 1.96340, 1.10896], [-0.03077, 0.79009, 1.11481], [0.30939, -1.65205, -1.59511], [-0.45588, -0.77996, -1.84385], [-0.23029, -0.41401, 0.72088], [0.65174, -1.38429, 0.67320], [-1.47280, -0.95524, 0.88695], [0.56788, 2.37590, 2.10043], [0.86625, -2.48582, -1.36807], [0.57861, 2.53234, 0.06903], [-1.22509, 0.00964, -1.86722]],
  "spin_multiplicity": 1,
  "total_charge": 0,
  "smiles": "C=C=C(F)F.C#C",
  "energy_ha": -392.448145,
  "homo_ev": -9.55,
  "homo_lumo_gap_ev": 10.348
}

(5)
{
  "formula": "C5H4F2",
  "method": "wB97M-V/def2-TZVPD",
  "species": ["C", "C", "C", "C", "C", "H", "H", "H", "H", "F", "F"],
  "positions_angstrom": [[-0.78275, -0.64486, -0.04707], [0.48012, -0.54333, 0.71694], [0.18200, 0.46632, -0.36769], [-0.13236, 1.83043, -0.01777], [-0.40070, 2.96011, 0.28124], [-1.73670, -0.41776, 0.40358], [0.47563, -0.25074, 1.73718], [0.76239, 0.32250, -1.28377], [-0.67509, 3.96505, 0.57538], [-0.87225, -1.64762, -0.95826], [1.43846, -1.46695, 0.42201]],
  "spin_multiplicity": 1,
  "total_charge": 0,
  "smiles": "C#C[C@H]1[C@H](F)[C@@H]1F",
  "energy_ha": -392.537732,
  "homo_ev": -9.98,
  "homo_lumo_gap_ev": 10.982
}

(6)
{
  "formula": "C5H4F2",
  "method": "wB97M-V/def2-TZVPD",
  "species": ["C", "C", "C", "C", "C", "H", "H", "H", "H", "F", "F"],
  "positions_angstrom": [[0.16809, 0.77158, 0.09381], [-1.15114, 1.08584, -0.19211], [-1.90415, -0.15992, 0.06874], [-0.74318, -1.24234, 0.06721], [0.38107, -0.61336, 0.02666], [-1.54513, 2.15763, -0.47970], [-2.31636, -0.32217, 1.11105], [-2.85460, -0.44904, -0.67790], [-0.62273, -2.35828, -0.07754], [1.39996, 1.49457, 0.08217], [1.58168, -1.28111, -0.11126]],
  "spin_multiplicity": 1,
  "total_charge": 0,
  "smiles": "FC1=CCC=C1F",
  "energy_ha": -392.546094,
  "homo_ev": -9.05,
  "homo_lumo_gap_ev": 9.654
}

(7)
{
  "formula": "C5H4F3NO",
  "method": "wB97M-V/def2-TZVPD",
  "species": ["C", "C", "C", "C", "C", "N", "O", "F", "F", "F", "H", "H", "H", "H"],
  "positions_angstrom": [[0.05377, -0.16766, -1.12622], [-1.28747, -0.44215, -1.23337], [-1.07026, 0.92014, 0.54831], [0.20158, 0.76665, -0.00430], [-3.64075, -0.30440, 0.23110], [-2.12280, 0.14723, -0.19404], [1.39359, 1.31118, 0.44615], [-4.50339, 0.72763, 0.00525], [-4.23471, -1.30340, -0.33607], [-3.73052, -0.43354, 1.54522], [0.73236, -0.61509, -1.74858], [-1.70973, -1.19402, -1.75919], [-1.17698, 1.49654, 1.42853], [2.09681, 1.01774, -0.20381]],
  "spin_multiplicity": 3,
  "total_charge": 0,
  "energy_ha": -622.310813,
  "homo_ev": [-4.84, -9.10],
  "homo_lumo_gap_ev": [5.447, 7.263]
}

(8)
{
  "formula": "C5H4F3NO3",
  "method": "wB97M-V/def2-TZVPD",
  "species": ["C", "C", "C", "C", "C", "N", "O", "O", "O", "F", "F", "F", "H", "H", "H", "H"],
  "positions_angstrom": [[-1.82390, 0.30958, -0.44518], [-0.78131, -0.53543, -0.28590], [-0.36331, -1.74117, -1.04596], [-0.70007, 1.14453, 1.21900], [1.64312, 0.60107, -0.01890], [0.11436, 0.01041, 0.76276], [-0.93183, -2.30969, -1.94717], [0.81123, -2.27445, -0.56341], [-1.72382, 1.40020, 0.27877], [1.91052, 1.80572, 0.44351], [1.69383, 0.64063, -1.32059], [2.61977, -0.17993, 0.38099], [-2.59665, -0.04077, -1.09290], [-0.98010, 0.80946, 2.21202], [-0.10808, 1.99869, 1.36652], [1.21624, -1.63885, 0.05644]],
  "spin_multiplicity": 1,
  "total_charge": 0,
  "smiles": "O=C(O)C1=COCN1C(F)(F)F",
  "energy_ha": -772.941208,
  "homo_ev": -9.36,
  "homo_lumo_gap_ev": 9.646
}

Relative energy (zero: lowest compared OMol25 entry of this formula, charge and spin) values (in kJ/mol) by entry order: 397.96; 12.09; 110.81; 436.96; 201.75; 179.80; 0.00; 124.81.
Max |F| values (in eV Å⁻¹) by entry order: 4.06; 4.08; 4.31; 3.69; 0.79; 4.10; 7.67; 4.20.